[1]
The following is a quantum chemistry calculation of C33H32FN12O6PdS as an isolated structure, from OMol25.

Geometry as XYZ:
```
86
Properties=species:S:1:pos:R:3:forces:R:3
Pd 0.16173 4.01255 -0.04081 0.4 0.6 0.0
C 5.34719 -2.80249 0.09761 0.0 0.0 0.0
C 4.32896 -2.23553 1.07423 0.0 0.0 0.0
N 3.33694 -1.38831 0.40968 0.2 -0.2 0.0
C 3.48472 -0.04842 0.46389 -0.1 0.3 0.2
C 2.70813 0.85328 -0.18917 -0.5 0.0 0.0
C 2.90394 2.28314 0.21108 0.2 0.3 0.5
O 4.03899 2.62775 0.52099 0.0 0.1 -0.3
O 1.91700 3.12165 0.42088 -0.2 -0.6 -0.5
C 1.78894 0.37375 -1.20008 0.0 0.1 -0.2
O 1.29157 1.07200 -2.07717 -0.3 0.1 0.3
C 1.51511 -1.08013 -1.11634 0.1 0.1 0.1
C 0.42762 -1.60947 -1.80069 -0.1 -0.1 0.0
C 0.08317 -2.92358 -1.65087 0.1 0.2 0.2
F -1.03754 -3.35895 -2.26004 -0.1 -0.1 -0.1
C 0.83414 -3.79844 -0.84957 -0.3 0.1 -0.3
C 1.95228 -3.28182 -0.22466 0.3 -0.1 0.1
C 2.28270 -1.92798 -0.30714 -0.2 0.1 -0.2
N 0.49525 -5.15126 -0.67126 0.1 -0.3 0.0
C 0.55398 -5.72971 0.66638 -0.3 0.0 0.0
C 1.24089 -7.09447 0.56558 0.0 0.0 0.0
N 0.96623 -7.62733 -0.81945 0.0 0.0 0.0
C -0.44441 -7.31723 -1.23530 0.0 0.0 0.0
C -0.53897 -5.80144 -1.47615 0.1 0.0 0.0
H 6.05046 -3.45150 0.61934 0.0 0.0 0.0
H 5.91090 -1.99839 -0.37486 0.0 0.0 0.0
H 4.86087 -3.38054 -0.68945 0.0 0.0 0.0
H 4.81935 -1.61628 1.82286 0.0 0.0 0.0
H 3.81413 -3.02689 1.61890 0.0 0.0 0.0
H 4.25739 0.31404 1.12955 0.0 0.0 -0.1
H -0.18001 -0.96124 -2.41680 0.0 0.1 0.0
H 2.57912 -3.94922 0.34799 0.0 0.0 0.0
H -0.45716 -5.84768 1.07006 0.0 0.1 0.1
H 1.09070 -5.08919 1.35822 0.0 0.0 0.0
H 0.84297 -7.80829 1.28431 0.0 0.0 0.0
H 2.32240 -7.03666 0.67595 0.0 0.0 0.0
H 1.16818 -8.62416 -0.87501 0.0 0.0 0.0
H 1.58704 -7.13431 -1.46420 0.0 0.0 0.0
H -1.09201 -7.65876 -0.43060 0.0 0.0 0.0
H -0.67803 -7.88218 -2.13426 0.0 0.0 0.0
H -1.54819 -5.47670 -1.22339 -0.1 0.0 0.0
H -0.36771 -5.58198 -2.52837 0.0 0.0 0.0
N 3.40054 5.42282 -0.26952 -0.1 -0.1 0.1
C 2.43583 6.30881 -0.11320 0.1 0.0 0.0
N 2.79787 7.59291 -0.04169 0.0 0.0 0.0
C 1.83594 8.48015 0.12353 0.0 0.0 0.0
N 2.16221 9.77220 0.19885 0.0 0.0 0.0
N 0.51658 8.17788 0.21595 0.0 0.0 0.0
C 0.24908 6.90630 0.10719 0.0 0.1 0.0
N 1.12368 5.90075 -0.05763 0.0 -0.1 0.1
C -1.18256 6.53527 0.12109 0.0 0.0 -0.1
C -2.16049 7.48026 0.36832 0.0 0.0 0.0
C -3.48971 7.10078 0.31843 0.0 0.0 0.0
C -3.78902 5.78970 -0.00396 0.0 0.0 0.0
C -2.75727 4.90124 -0.23771 0.0 -0.1 0.0
N -1.46890 5.25474 -0.16595 -0.1 -0.2 0.2
H 4.34059 5.77863 -0.22335 0.0 0.0 0.0
H 3.24191 4.44808 -0.03892 0.0 -0.1 0.0
H 3.13039 10.03745 0.16627 0.0 0.0 0.0
H 1.45184 10.45395 0.39309 0.0 0.0 0.0
H -1.85076 8.49046 0.58748 0.0 0.0 0.0
H -4.27503 7.81663 0.51835 0.0 0.0 0.0
H -4.80879 5.43862 -0.06735 0.0 0.0 0.0
H -2.98011 3.87687 -0.48939 0.1 0.0 0.1
O -5.46833 -4.08844 3.39545 0.0 0.0 0.0
S -4.22965 -3.40167 3.13418 -0.5 0.3 0.2
O -3.88764 -2.33238 4.04387 0.0 0.1 0.0
O -3.11453 -4.25670 2.77421 0.6 -0.5 -0.3
C -4.46721 -2.56376 1.52796 0.0 -0.1 -0.1
N -5.13205 -3.19776 0.55477 0.0 0.1 -0.2
C -5.07689 -2.65685 -0.65600 0.1 0.0 0.2
C -4.34730 -1.50324 -0.94129 -0.1 -0.1 0.1
C -3.73912 -0.90536 0.14725 0.0 0.0 0.0
N -3.81927 -1.42117 1.36962 0.1 0.1 -0.1
C -2.86513 0.29654 0.06388 -0.1 0.2 -0.5
C -2.60514 1.00316 -1.12057 0.3 -0.1 0.3
C -1.66538 2.02142 -1.10998 -0.1 -0.5 0.1
N -1.02799 2.38014 0.01660 0.0 0.2 -0.4
C -1.32810 1.75101 1.15731 0.6 0.1 0.2
C -2.21919 0.71232 1.21693 -0.1 -0.1 0.2
H -5.61993 -3.17301 -1.44149 0.0 0.0 0.0
H -4.27497 -1.12526 -1.95077 0.0 0.0 0.0
H -3.07856 0.73917 -2.05553 0.0 0.0 0.0
H -1.39412 2.54844 -2.01447 0.0 0.0 0.0
H -0.76983 2.06044 2.03108 -0.1 0.1 0.0
H -2.41244 0.19084 2.14533 0.0 0.0 0.0
```
Forces are in eV/Å.

**Frontier orbital gap**: 0.2186 hartree
**Lowest unoccupied orbital energy**: -3.18 eV
**Net charge**: +1
**HOMO energy**: -9.124 eV


[2]
The following is a quantum chemistry calculation of C33H32IIrN6O5 as an isolated structure at a distorted geometry, from OMol25.

Geometry as XYZ:
```
78
Properties=species:S:1:pos:R:3:forces:R:3
Ir -0.17735 0.60937 -0.48631 -1.0 -0.3 -0.6
C -1.60750 -1.02323 -4.54815 0.0 0.0 0.0
C -0.85279 -2.00554 -3.70726 0.0 0.0 0.0
N -0.69371 -3.23195 -4.15452 0.0 0.0 -0.1
C -0.03286 -4.12008 -3.40398 0.0 0.0 0.0
C 0.54241 -3.81774 -2.19236 0.0 0.0 0.0
C 1.22931 -4.90826 -1.40683 0.0 0.0 0.0
O 0.70023 -5.05723 -0.09530 0.0 -0.1 0.0
C 0.40972 -2.50120 -1.69953 0.1 0.0 0.0
C 1.03220 -2.20381 -0.42463 0.0 0.0 0.2
N 0.98214 -1.09554 0.21811 0.3 0.1 -0.1
C 1.53128 -1.10315 1.53638 -0.1 -0.1 0.1
C 1.17895 -2.14550 2.39605 0.0 0.0 0.0
C 1.69604 -2.20900 3.67960 0.0 0.0 0.0
C 2.56181 -1.22318 4.12863 0.0 0.0 0.0
C 2.89541 -0.16475 3.29553 0.0 0.0 0.0
C 2.37512 -0.09995 2.00965 0.0 0.1 -0.1
I 2.95937 1.50241 0.80560 0.4 0.0 0.2
C -0.33759 -1.59421 -2.44858 -0.1 0.0 -0.1
O -0.63668 -0.33822 -2.12352 0.2 0.0 0.3
H -1.88028 -1.49660 -5.48707 0.0 0.0 0.0
H -1.00044 -0.13713 -4.74309 0.0 0.0 0.0
H -2.50796 -0.68228 -4.03411 0.0 0.0 0.0
H 0.03522 -5.12361 -3.80921 0.0 0.0 0.0
H 2.29238 -4.69798 -1.27286 0.0 0.0 0.0
H 1.15773 -5.84176 -1.97086 0.0 0.0 0.0
H -0.24920 -5.21179 -0.15926 0.0 0.0 0.0
H 1.59130 -3.01661 0.02559 0.0 0.0 0.0
H 0.48664 -2.89715 2.03821 0.0 0.0 0.0
H 1.42276 -3.03268 4.32482 0.0 0.0 0.0
H 2.97871 -1.26854 5.12603 0.0 0.0 0.0
H 3.57330 0.60582 3.63738 0.0 0.0 0.0
C 3.97747 -0.31127 -4.36894 0.0 0.0 0.0
C 3.19858 0.72562 -4.86602 0.0 0.0 0.0
C 2.24139 1.32732 -4.07183 0.0 0.0 0.1
C 2.06216 0.89746 -2.75509 0.0 0.0 0.0
C 2.83445 -0.14287 -2.26095 0.0 0.0 0.0
C 3.79032 -0.74246 -3.06750 0.0 0.0 0.0
N 1.02074 1.51269 -1.95018 0.2 0.4 -0.2
N 0.57836 2.56939 -2.46036 0.0 0.0 0.1
C -0.62313 3.02142 -1.95105 0.0 0.0 0.1
C -1.15755 4.22739 -2.41073 0.0 0.0 0.0
C -2.39147 4.61639 -1.93377 0.0 0.0 0.0
C -3.07145 3.79829 -1.02913 0.0 0.1 0.0
C -2.52953 2.59993 -0.58086 -0.1 -0.1 0.0
C -1.28944 2.19271 -1.04589 0.1 0.0 0.0
H 4.72158 -0.78164 -4.99743 0.0 0.0 0.0
H 3.32662 1.06378 -5.88528 0.0 0.0 0.0
H 1.62314 2.11845 -4.46504 0.0 0.0 0.0
H 2.71306 -0.47575 -1.24838 0.0 0.0 0.0
H 4.39110 -1.54816 -2.66679 0.0 0.0 0.0
H -0.60373 4.82080 -3.12571 0.0 0.0 0.0
H -2.83676 5.54370 -2.26565 0.0 0.0 0.0
H -4.04745 4.10535 -0.67383 0.0 0.0 0.0
H -3.07972 1.96943 0.10689 0.0 0.0 0.0
N -0.13871 1.62524 1.28117 0.2 -0.1 0.0
C -0.59282 1.71540 2.34406 -0.2 0.0 -0.1
N -1.08357 1.81938 3.53202 0.2 0.0 -0.1
C -2.15693 2.76728 3.86839 0.0 0.1 0.0
C -1.69340 3.61271 5.04444 0.0 0.0 0.0
O -1.28944 2.78776 6.11942 0.0 0.0 0.0
C -0.17365 1.99069 5.77374 0.0 0.0 0.0
C -0.53238 1.03235 4.65034 0.0 0.0 0.1
H -3.04578 2.19483 4.14009 0.0 0.0 0.0
H -2.37409 3.38095 2.99533 0.0 0.0 0.0
H -2.51185 4.23203 5.40626 0.0 0.0 0.0
H -0.86489 4.26235 4.73474 0.0 0.0 0.0
H 0.11116 1.43502 6.66521 0.0 0.0 0.0
H 0.66590 2.62860 5.46808 0.0 0.0 0.0
H -1.29772 0.32770 4.98174 0.0 0.0 0.0
H 0.33670 0.47812 4.29950 0.0 0.0 0.0
C -3.77390 -1.45493 0.55966 0.0 0.0 0.0
C -2.26932 -1.39422 0.45299 0.1 0.3 0.1
O -1.58240 -2.38922 0.48864 0.1 -0.1 -0.1
O -1.82161 -0.14200 0.35507 -0.3 -0.2 0.2
H -4.13948 -2.14034 -0.20413 0.0 0.0 0.0
H -4.23200 -0.47902 0.43136 0.0 0.0 0.0
H -4.04424 -1.86760 1.53126 0.0 0.0 0.0
```
Forces are in eV/Å.

**Frontier orbital gap (alpha / beta)**: 0.2692 / 0.1891 hartree
**Lowest unoccupied orbital energy (alpha / beta)**: -3.63 / -5.58 eV
**Net charge**: +1
**HOMO energy (alpha / beta)**: -10.953 / -10.724 eV
**2S+1**: 2


[3]
The following is a quantum chemistry calculation of C33H32N6O9STa as an isolated structure, from OMol25.

Geometry as XYZ:
```
82
Properties=species:S:1:pos:R:3:forces:R:3
Ta 0.30585 -0.15190 0.21166 -0.2 0.3 0.2
C -0.71304 0.36627 3.23120 0.0 0.0 0.0
N -0.97225 -0.77297 2.29221 -0.1 0.1 0.1
C -0.69611 -2.04567 3.10165 -0.1 0.1 0.0
C 0.19210 -3.14704 2.53670 0.1 0.0 -0.1
C 1.63481 -2.96272 3.00731 0.0 0.1 -0.1
N 1.95632 -1.56072 2.83023 0.0 0.0 0.3
C 3.12360 -1.10875 2.96526 -0.1 0.0 0.0
C 3.40158 0.31902 2.73271 0.2 0.1 0.0
C 4.58641 0.86532 3.22506 0.0 0.0 0.0
C 4.89828 2.20307 3.05389 0.0 0.0 0.0
C 4.02262 3.02375 2.35879 -0.1 0.0 0.0
C 2.84755 2.50573 1.83308 0.2 0.0 0.1
C 2.54694 1.16606 2.02100 -0.3 0.0 -0.2
O 1.39494 0.69321 1.45048 0.5 -0.1 0.1
C -2.45933 -0.74065 2.09012 0.0 0.0 0.0
C -3.02059 -1.79264 1.15742 0.0 0.0 0.0
C -2.61355 -1.55598 -0.28278 0.1 0.0 0.0
N -1.16204 -1.76004 -0.41680 -0.1 -0.1 -0.2
C -0.80056 -2.83602 -1.01893 0.0 0.0 0.0
C 0.54392 -3.32389 -1.20784 0.0 0.0 0.0
C 0.75339 -4.45533 -2.00746 0.1 0.0 0.0
C 2.02283 -4.96774 -2.17039 -0.1 0.0 0.0
C 3.09660 -4.36739 -1.51546 0.1 0.0 0.0
C 2.91461 -3.26229 -0.70117 -0.1 -0.1 -0.1
C 1.63703 -2.74100 -0.56117 0.0 0.2 0.1
O 1.44798 -1.67158 0.23056 0.2 -0.2 -0.1
H -1.35879 0.25645 4.10629 0.0 0.0 0.0
H -0.94797 1.31292 2.75169 0.0 0.0 0.0
H 0.32424 0.34281 3.54318 0.0 0.0 0.0
H -1.67080 -2.46431 3.34637 0.0 0.0 0.0
H -0.26810 -1.71351 4.04588 0.0 0.0 0.0
H 0.14551 -3.15513 1.45137 0.0 -0.1 0.0
H -0.19523 -4.11302 2.86645 0.0 0.0 0.1
H 2.32490 -3.60862 2.45600 0.0 0.0 0.0
H 1.71265 -3.22909 4.06678 0.0 0.0 0.0
H 3.98457 -1.72232 3.26109 0.0 0.0 0.0
H 5.26751 0.21553 3.76209 0.0 0.0 0.0
H 5.81957 2.60011 3.45666 0.0 0.0 0.0
H 4.25447 4.07016 2.21186 0.0 0.0 0.0
H 2.16853 3.12168 1.26265 0.0 0.0 0.0
H -2.73681 0.24576 1.74226 0.0 0.0 0.0
H -2.91977 -0.83297 3.07808 0.0 -0.1 0.0
H -4.10923 -1.75691 1.22754 0.0 0.1 0.0
H -2.72236 -2.79950 1.46407 0.0 0.0 0.0
H -2.84495 -0.53927 -0.59274 0.0 0.0 0.0
H -3.13192 -2.23399 -0.96359 0.0 0.0 0.0
H -1.58744 -3.47478 -1.42305 0.0 0.0 0.0
H -0.09301 -4.91737 -2.50100 0.0 0.0 0.0
H 2.18474 -5.83112 -2.79963 0.0 0.0 0.0
H 4.09318 -4.76896 -1.64423 0.0 0.0 0.0
H 3.74080 -2.78631 -0.19154 0.0 0.0 0.0
O 0.32431 0.01666 -6.25917 -0.1 -0.1 0.0
C -0.86853 0.57677 -6.08135 0.1 0.0 0.0
O -1.51847 0.99886 -6.99858 0.0 0.0 0.0
C -1.39724 0.66808 -4.68677 -0.1 0.2 -0.1
C -2.66807 1.13597 -4.43018 0.1 -0.1 0.0
N -2.84221 1.07720 -3.09758 -0.1 0.0 -0.3
N -1.77704 0.61557 -2.45449 0.0 0.1 -0.1
C -0.88036 0.38123 -3.40060 0.1 -0.2 -0.2
C 0.45741 -0.10381 -2.99916 -0.2 -0.2 0.2
O 1.33136 -0.39205 -3.77813 0.0 -0.1 0.0
O 0.61109 -0.23110 -1.68888 0.0 -0.1 -0.3
H 0.70722 -0.30635 -5.41518 0.1 0.3 0.0
H -3.42492 1.48501 -5.11191 0.0 0.0 0.0
H -3.64554 1.35452 -2.55272 0.0 0.0 0.1
O 0.81470 1.99463 -0.66766 0.0 0.0 0.1
C -0.33436 2.40132 -0.44404 -0.1 -0.1 -0.1
N -1.18980 1.55126 0.17086 -0.1 0.2 0.2
S -2.69405 2.26239 0.31827 0.1 0.1 0.0
O -3.01270 2.46695 1.69755 0.0 -0.1 0.0
O -3.65139 1.57023 -0.50295 -0.1 0.0 0.2
C -2.22125 3.77763 -0.43771 -0.1 0.1 0.0
C -3.00282 4.89375 -0.65674 0.1 0.0 0.0
C -2.38450 5.96730 -1.28811 0.0 0.0 0.0
C -1.04653 5.91248 -1.67575 0.0 0.0 0.0
C -0.27814 4.78034 -1.44012 0.0 0.0 0.0
C -0.89523 3.71380 -0.80925 0.1 -0.1 0.0
H -4.03989 4.93804 -0.35433 0.0 0.0 0.0
H -2.95398 6.86615 -1.48281 0.0 0.0 0.0
H -0.60371 6.76742 -2.16793 0.0 0.0 0.0
H 0.76051 4.72340 -1.73643 0.0 0.0 0.0
```
Forces are in eV/Å.

**Frontier orbital gap**: 0.2936 hartree
**Lowest unoccupied orbital energy**: -3.44 eV
**Net charge**: +1
**HOMO energy**: -11.427 eV


Result set for relative energy (zero: lowest compared OMol25 entry of this formula, charge and spin): 187.8; 30.2; 65.2 kJ/mol, one per record in the order listed.
Result set for total energy: -3011.05547; -2383.22553; -2737.61913 a.u., one per record in the order listed.